No. 1
DFT (ωB97M-V/def2-TZVPD) results for a structure of composition C57H42CsN11OSe2Si.

The geometry in XYZ format:
```
115
Properties=species:S:1:pos:R:3:forces:R:3:lowdin_charge:R:1
H 1.47006 6.61438 -1.43165 -0.1 -0.1 0.5 0.11
C 1.43213 5.07420 1.61846 0.0 -0.5 0.8 -0.01
C -5.16178 -3.58947 3.75310 0.6 0.4 -1.1 -0.10
Se -0.05312 -0.33394 5.84390 -2.1 -1.3 -0.3 0.70
C 5.68440 2.19056 3.67196 0.0 -0.2 -0.6 -0.12
C 4.05853 1.78626 1.94756 -0.5 -0.2 -0.5 -0.11
H 2.65338 -5.86010 -2.72483 0.0 0.1 -0.1 0.01
H -0.79354 3.86896 -6.12170 -0.7 0.0 0.4 0.11
H -6.41982 -2.28683 2.54708 0.0 -0.3 0.0 0.09
H 6.90750 1.58367 -4.80492 -0.4 -0.1 0.1 0.09
C -4.66084 -2.84915 1.46729 0.6 -0.2 0.6 -0.03
H -5.86288 0.71947 4.84481 0.3 0.0 -0.2 0.10
H 6.17052 1.81507 1.55745 -0.3 -0.1 0.5 0.11
C -4.14697 -6.29428 -1.44845 -0.4 -1.3 -1.2 -0.18
H -1.19206 -6.07536 -3.18831 -0.3 0.0 0.2 0.07
C -0.22830 5.61396 -0.56108 0.1 0.3 -1.0 -0.01
C -2.50153 3.69804 -3.16291 0.2 -0.6 -1.1 -0.13
C 1.91027 5.84867 0.56649 0.0 0.2 -0.5 -0.07
H 1.04798 -6.42723 -3.24339 0.3 0.2 0.1 0.01
C 3.02296 -2.16072 2.91588 0.2 0.1 0.5 -0.06
Se -1.87712 -2.03611 5.30988 2.0 1.1 0.5 0.73
H 4.52042 -1.44665 4.35729 -0.6 0.1 -0.2 0.11
N 2.02405 1.28208 0.93764 -1.8 2.2 1.9 0.02
N -2.42195 3.43356 -0.71411 0.7 -0.3 0.7 0.17
H 2.81696 2.14397 -6.05834 0.2 -0.1 0.1 0.10
C -0.24157 3.08732 1.97966 1.5 -1.1 -0.1 -0.27
C 3.33783 2.33950 4.21154 -0.2 0.2 0.1 -0.06
H -4.45607 4.50090 -2.75761 0.3 0.0 -0.2 0.11
C 3.55105 1.96303 -5.27086 0.1 -0.2 -0.7 -0.05
C -1.64339 3.96341 -5.41818 0.2 -0.1 -0.5 -0.03
C -3.66612 4.34610 -3.49749 -0.7 0.4 -0.1 -0.04
N 0.74720 2.48692 -3.95887 -2.8 0.1 -0.1 0.17
C -3.87794 -4.17507 3.81338 -0.5 0.0 0.4 -0.15
H -0.01370 -4.05743 -4.72541 0.1 -0.1 0.1 0.02
N 3.93486 1.51074 -0.52723 -0.6 -0.1 2.2 0.18
C 5.39081 1.90368 2.32913 0.4 0.3 -0.1 -0.03
C -3.85250 4.77772 -4.82040 -0.3 0.4 -0.1 -0.12
H 4.94734 2.64575 5.66098 -0.4 -0.2 -0.9 0.10
H -3.22233 0.78036 1.43914 -0.2 -0.4 0.4 0.09
O -2.60788 -3.56575 0.41206 0.2 1.2 1.5 -0.02
C 5.83928 1.65510 -4.56817 0.6 -0.4 0.6 -0.14
Cs -0.29804 0.16103 -0.35092 -0.2 -0.6 0.2 0.85
C 1.58602 -5.83122 -2.48624 0.1 -0.6 -0.7 -0.20
C -3.41343 -3.48521 1.55762 0.4 -0.9 -1.2 -0.25
H 2.01247 4.96402 2.54955 -0.1 -0.3 -0.7 0.12
H 2.53651 2.54633 4.91607 0.0 -0.1 0.0 0.11
H -4.78422 5.30939 -5.10857 0.7 -0.5 0.3 0.10
C -2.84202 4.61292 -5.77425 0.3 0.0 0.2 -0.11
N 0.56182 2.24291 2.61724 -1.9 0.3 -1.1 0.19
N -0.95148 2.24053 -2.24170 -0.8 1.9 1.7 0.00
H 5.17431 1.78788 -6.65328 0.1 0.2 0.7 0.09
C -0.63354 4.71125 0.39285 1.4 0.1 0.8 -0.11
H -3.57250 -4.70128 4.72739 -0.1 0.2 -0.4 0.09
H 1.44404 -6.38777 -1.56487 0.0 0.1 0.4 0.02
C -3.50365 0.36615 2.42038 1.0 -0.5 -0.6 -0.14
N 0.67089 -1.73660 3.47913 1.7 0.5 0.8 0.04
H 6.08825 1.33547 -2.40866 -0.2 0.3 -0.7 0.10
C 3.11731 1.84830 -3.95883 -0.8 1.0 0.5 -0.13
H -1.96948 -4.50287 2.82540 -0.3 0.0 -0.2 0.12
C 1.65580 -2.27099 2.71208 -1.1 0.1 -0.4 -0.13
C 3.29039 1.58485 -1.69352 -0.2 -0.3 -1.2 -0.32
C 2.47689 -0.95456 4.91782 -0.1 -0.2 -0.6 -0.16
C 4.90774 1.80161 -5.58271 -1.3 0.4 -1.0 -0.14
H -5.09286 -6.84150 -1.44972 0.3 -0.1 -0.1 0.07
H 1.25945 -2.83055 1.85604 0.3 0.2 0.2 0.10
C 0.49214 -3.36797 -4.03929 -0.5 -0.2 -0.5 -0.18
N -0.64732 -4.12637 -1.39720 3.0 1.2 -1.0 -0.04
H -5.88812 -3.64222 4.56629 0.4 0.0 -0.1 0.09
H -2.99008 5.02088 -6.78478 0.2 -0.3 0.5 0.09
C 3.03981 2.02234 2.89175 0.0 -0.3 -0.1 -0.14
H 3.71078 -2.61120 2.18218 -0.4 0.3 0.6 0.11
C -3.99338 -5.28188 -0.52568 0.3 0.5 0.6 -0.09
C -2.86350 -0.81359 4.25105 -1.6 0.7 -0.5 -0.68
H 1.61006 -1.98931 -1.47171 0.2 0.0 0.0 -0.02
C -4.94632 0.42267 4.32889 -0.1 -0.1 -0.1 -0.09
C 3.45321 -1.50336 4.08693 -0.2 -0.1 -0.3 -0.07
N -2.59944 -0.50377 2.95592 -1.3 0.7 1.8 0.11
H -3.33946 -7.42913 -3.07711 0.1 0.2 0.0 0.08
C -1.98931 3.08592 -1.93497 0.9 -0.6 0.4 -0.31
C 5.40747 1.55238 -3.25403 0.4 -0.2 1.1 -0.05
N 1.94595 1.70758 -1.97314 0.1 0.6 0.0 0.11
C 0.22345 4.39491 1.46094 0.4 1.0 -0.8 -0.09
N -1.41140 2.75058 1.37100 -1.4 0.2 -0.1 0.12
C -4.69143 0.76843 3.00687 -0.6 0.4 -0.2 -0.08
C 1.79925 2.00563 -3.28247 2.3 -1.1 0.4 -0.32
C 3.35246 1.45380 0.67129 1.8 0.0 -0.5 -0.32
C -1.98762 -5.86878 -2.46935 0.1 0.9 0.8 -0.08
H 2.95104 6.20235 0.58276 -0.6 0.0 0.1 0.11
C -0.47909 2.61344 -3.47694 1.4 0.1 -0.7 -0.31
C 1.95725 -3.02249 -1.37522 0.8 0.2 -0.1 -0.19
Si 0.84031 -4.11808 -2.38338 -2.6 -0.3 2.3 0.37
H -0.89006 5.87826 -1.39309 0.3 -0.3 0.2 0.12
C -2.97956 -4.10589 2.74462 -0.8 0.5 -0.4 -0.02
C 1.11716 -1.06600 4.55899 1.0 -0.9 -0.8 -0.74
H 3.02519 -3.06768 -1.67888 -0.5 0.2 0.1 0.04
C -3.99740 -0.33604 4.98310 0.8 0.0 -1.0 -0.15
C -5.50162 -2.86909 2.58294 0.2 -0.2 0.3 -0.10
H -0.21151 -2.55314 -3.88421 0.0 0.2 0.1 0.03
C -3.15005 -6.59141 -2.40228 -1.3 -0.3 0.4 -0.17
H 1.35498 -2.96494 -4.53415 0.6 0.2 -0.4 0.01
C 4.04931 1.65509 -2.93314 0.0 -0.3 -0.1 -0.14
C -1.63505 3.63651 0.36181 0.0 -2.0 -0.8 -0.27
C -1.52480 3.42020 -4.14378 -0.2 0.7 -0.2 -0.11
C 1.76251 1.83678 2.16963 1.8 -0.3 -1.1 -0.31
C -1.74067 -4.80502 -1.51220 -1.4 -0.5 0.6 -0.36
C -2.83546 -4.53882 -0.53480 -0.1 -1.2 -0.8 -0.20
H -4.76433 -5.14396 0.25028 0.4 0.1 -0.5 0.11
H -4.07576 -0.55541 6.03615 -0.1 -0.2 0.0 0.07
H -5.42129 1.35697 2.41881 0.7 -0.3 0.4 0.11
H 1.88615 -3.29708 -0.31487 0.0 0.0 -0.2 0.01
H 6.71737 2.23818 4.00384 0.0 0.1 -0.1 0.08
H -4.91197 -2.34279 0.52976 0.0 -0.2 0.4 0.13
C 1.09493 6.08574 -0.54910 -0.2 0.1 0.3 -0.06
H 2.72060 -0.44070 5.84137 0.2 -0.1 -0.1 0.08
C 4.66783 2.40208 4.60954 0.2 0.2 0.6 -0.13
```
Forces are in eV/Å.

* charge: -2
* energy above the lowest of the compared OMol25 structures with the same formula, charge and spin: 91.1 kJ/mol
* HOMO energy: -0.9 eV
* F_max: 3.44 eV Å⁻¹
* LUMO level: 2.937 eV

=====

No. 2
DFT (ωB97M-V/def2-TZVPD) results for a structure of composition C57H43CdCl2OP2S2.

The geometry in XYZ format:
```
108
Properties=species:S:1:pos:R:3:forces:R:3:mulliken_spin:R:1
H -4.09692 7.65745 1.15989 0.0 0.0 0.0 0.01
H -2.41342 -1.23706 -4.60432 0.0 0.0 0.0 0.00
C -1.59599 2.27650 -3.22828 0.1 0.0 -0.1 0.01
H 1.27928 -4.47403 4.44302 0.0 0.0 0.0 0.00
C 0.88870 -2.89845 -1.16560 0.2 -0.3 0.1 0.00
C -1.84379 5.58900 0.36488 0.1 0.0 0.0 -0.03
H 4.16702 2.77527 5.57611 0.0 0.0 0.0 0.00
H -3.01067 0.73746 2.00603 0.1 0.1 0.1 0.00
H -2.59270 -0.80238 -2.18907 0.0 0.1 -0.1 0.00
H -2.00511 8.13145 2.13532 0.0 0.0 0.0 0.02
H 0.68416 -4.69809 -2.39699 0.0 0.0 0.0 0.00
H -0.78636 -5.83966 4.30867 0.0 0.0 0.0 0.00
C -5.09952 0.19863 1.86219 0.1 0.0 -0.1 0.00
C -3.27770 7.48481 0.45754 0.1 -0.1 0.0 -0.01
H -1.21485 2.82484 -5.27085 0.0 0.0 0.0 0.00
H 2.45550 -5.97160 -1.32986 0.0 0.0 0.0 0.00
C -3.14724 6.01764 0.09655 0.2 0.0 0.1 0.16
H 3.29375 -2.52518 -2.32601 0.1 0.1 0.0 0.00
C -3.60353 0.60899 -0.17122 -0.1 0.0 0.3 0.00
C -2.36204 3.34175 -0.39974 0.5 0.2 0.5 -0.05
H 5.90134 1.45103 4.66755 0.0 0.0 0.0 0.00
H 1.23760 3.21749 4.86290 0.0 0.0 0.0 0.01
O 2.21321 2.99153 -0.65215 -0.1 -0.2 0.4 0.02
H 1.89167 4.96767 1.04298 -0.1 0.0 0.0 0.04
P 2.09237 -0.37615 -0.61159 0.2 0.0 -0.3 -0.01
S -4.01420 -2.30110 -0.05188 0.1 0.0 0.0 0.00
C -0.48058 -5.22414 3.46959 0.0 0.0 -0.1 0.00
C 0.83208 5.15024 0.89507 0.0 0.5 0.2 0.22
C -2.26558 -0.00472 -2.85899 0.0 -0.1 0.0 0.00
C -6.02749 0.38768 -0.38228 -0.1 0.0 0.1 -0.01
H 0.09475 0.81451 4.82094 0.2 0.3 0.1 0.00
C -3.73171 0.26347 1.34843 -0.1 -0.3 -0.4 0.01
H -4.79204 1.04380 -1.96096 0.0 0.0 0.0 0.00
H -1.36292 3.26248 -2.84061 -0.1 0.0 0.0 0.00
C 3.25152 1.23401 2.99038 -0.3 0.1 -0.3 0.01
C 1.05348 -3.65256 2.47484 0.0 0.0 0.0 0.00
C -0.47407 -0.09276 4.89471 -0.1 -0.2 -0.1 0.00
C 1.25690 -4.25932 -1.58597 0.0 0.1 0.0 0.00
C 2.56454 1.17084 1.75700 -0.1 0.1 0.2 0.02
H 0.94893 7.19062 1.54620 0.0 0.0 0.0 0.02
H 5.31373 1.77218 -3.70366 0.0 0.0 0.0 0.00
C -3.65786 3.81767 -0.67274 -0.2 0.2 -0.1 0.12
H -5.23383 0.16681 2.93879 0.0 0.0 0.0 0.00
Cd -0.97403 -0.90477 0.34584 -0.6 -0.8 -0.2 0.00
H -1.76424 0.58250 -6.16696 0.0 0.0 0.1 0.00
H -6.92111 0.38714 -0.99848 0.0 0.0 0.0 0.00
H -2.18284 -5.72303 2.25586 0.0 0.0 0.0 0.00
H 3.34689 1.31945 6.10984 0.0 0.0 0.0 0.00
C 1.42509 2.05043 1.65332 0.3 0.1 0.2 -0.03
C 0.03252 4.08743 0.39598 -0.2 -0.6 -0.2 0.13
H -7.15582 -0.01833 1.45215 0.0 0.0 0.0 0.00
C 3.34563 -0.39869 -1.97601 0.1 0.0 0.1 0.00
H -3.49221 8.08944 -0.42984 0.0 0.0 0.0 0.01
H 6.05140 -0.34343 -4.77239 0.0 0.0 0.0 0.00
H 0.42298 -2.29922 -1.93817 0.0 0.1 -0.1 0.00
C 0.53113 -2.57717 0.24944 0.0 0.9 0.2 0.00
C 5.28754 -0.35699 -4.00247 -0.1 0.1 0.1 0.00
C 0.27824 -3.57600 1.31492 0.0 0.1 -0.1 0.00
H -5.07938 5.43069 -0.67727 0.0 0.0 0.0 0.01
C 3.12777 0.29077 0.77068 0.1 0.1 0.0 0.02
H 0.08104 3.32681 2.68459 0.1 0.1 -0.1 0.02
C -1.25795 -5.16324 2.31788 0.1 0.0 0.0 0.00
C 1.92461 -2.17292 -0.21876 0.0 -0.2 0.3 0.00
H -1.46346 0.06981 5.29589 -0.1 0.0 0.1 0.00
C -1.80816 0.76862 -5.09838 0.0 0.0 0.0 0.00
C 0.96144 2.70458 2.77601 0.1 -0.3 -0.3 -0.02
H 6.12808 -0.40347 2.28598 -0.1 0.0 0.0 0.00
C 3.73582 -1.57732 -2.61472 0.0 0.0 0.0 0.00
H 5.00830 -2.48344 -4.08887 0.0 0.0 0.0 0.00
H -1.52935 -4.26377 0.39006 -0.1 0.0 0.0 0.00
C 0.30241 6.40551 1.16253 0.3 -0.4 0.0 -0.09
H -4.38191 3.11859 -1.07227 0.0 0.1 0.1 0.07
C -3.19412 -0.80239 0.38966 0.3 0.5 0.2 0.00
C 4.50346 0.64532 3.21934 0.2 0.0 -0.1 0.00
C 3.91366 0.81231 -2.39590 0.0 -0.1 0.0 -0.01
H 5.06704 0.00684 5.20458 0.0 0.0 0.0 0.00
C 5.12579 0.00281 2.18447 0.1 0.0 0.2 0.00
C -2.18022 -0.24858 -4.22388 0.0 0.1 0.1 0.00
C 4.70606 -1.55472 -3.61626 -0.1 0.0 0.1 0.00
C -6.16042 0.12672 1.04315 -0.1 0.0 -0.1 0.00
C 2.79570 1.95326 4.11652 0.0 0.0 -0.1 -0.01
C -1.89787 7.86969 1.07582 0.1 -0.2 0.0 -0.02
C 4.94173 0.93326 4.64150 -0.1 0.0 0.0 0.00
C 1.62681 2.64796 4.02471 0.0 0.0 0.2 -0.01
H 4.88784 -0.72936 0.17502 0.0 -0.1 0.0 0.00
C 0.67758 -4.46176 3.54040 0.0 0.1 0.0 0.00
C 4.41260 -0.17832 0.97779 -0.2 0.1 0.0 0.00
C -1.37460 4.26030 0.11499 -0.1 -0.3 -0.2 0.01
C 3.79655 1.80490 5.24317 0.1 -0.1 -0.1 0.00
S 0.89436 2.60799 -0.01318 -0.4 0.3 -0.5 0.04
H 3.82702 -2.54201 0.81713 0.0 0.0 0.0 0.00
H 1.94762 -3.04269 2.54745 0.0 0.0 0.1 0.00
H -1.46219 8.74253 0.57976 0.0 0.0 0.0 0.02
C -0.88300 -4.35186 1.25658 0.0 -0.1 0.0 0.00
C 3.06404 -3.00782 0.20762 -0.2 0.1 -0.1 0.00
C -1.98477 1.26941 -2.34839 0.1 -0.1 0.0 0.00
Cl 0.39561 -1.20489 5.97878 0.0 0.0 0.0 0.00
P -2.09532 1.53320 -0.53272 0.2 0.5 -0.1 0.01
C 2.25457 -4.95206 -1.01805 0.1 0.0 0.1 0.00
C 4.87903 0.82818 -3.39579 -0.1 -0.1 0.1 0.00
C -4.06206 5.13036 -0.44292 -0.1 -0.2 -0.1 -0.03
H 3.99249 -4.89062 0.31910 0.0 0.0 0.0 0.00
C -1.04250 6.63090 0.90217 -0.3 0.0 -0.1 0.31
H 3.58630 1.73457 -1.92408 0.0 0.0 0.0 0.00
C 3.16350 -4.31390 -0.07861 0.0 -0.2 -0.2 0.00
C -4.85035 0.74447 -0.91941 0.1 -0.2 0.1 0.00
Cl -0.66004 -0.73324 3.26681 0.0 -0.2 0.2 0.00
C -1.51022 2.02817 -4.59662 0.0 0.0 0.1 0.00
```
Forces are in eV/Å.

* charge: -2
* energy above the lowest of the compared OMol25 structures with the same formula, charge and spin: 0.0 kJ/mol
* HOMO energy (spin up / spin down): 0.3 / -0.6 eV
* ⟨S²⟩: 0.78
* spin multiplicity: 2
* F_max: 1.00 eV Å⁻¹
* LUMO level (spin up / spin down): 3.735 / 3.734 eV

=====

- Which of these has the lowest energy above the lowest of the compared OMol25 structures with the same formula, charge and spin?
  C57H43CdCl2OP2S2

=====

- Look up the charge of the second one.
  -2